(1)
BrH4NSi | ωB97M-V with the def2-TZVPD basis set

Maximum force in eV/Å: 2.68
HOMO level (spin up / spin down) in eV: -9.8 / -8.4
Orbital gap (spin up / spin down) in eV: 8.64 / 7.40
Total charge: 0
ΔE to the lowest compared entry with this formula, charge and spin in kcal/mol: 76.81

Geometry as XYZ:
```
7
Properties=species:S:1:pos:R:3:mulliken_charge:R:1
N -0.48 0.89 0.56 -0.4748
Si 0.72 -0.39 0.32 0.2377
Br 0.91 -1.23 2.39 -0.1729
H -0.58 1.62 -0.10 0.2487
H -1.47 0.67 0.70 0.2479
H 1.91 0.39 -0.17 -0.0450
H -0.94 -1.90 -1.12 -0.0416
```

(2)
C28H63F3HgN9O12S | ωB97M-V with the def2-TZVPD basis set

Maximum force in eV/Å: 2.62
HOMO level in eV: -10.8
Orbital gap in eV: 6.63
Total charge: +1
ΔE to the lowest compared entry with this formula, charge and spin in kcal/mol: 0.00

Geometry as XYZ:
```
117
Properties=species:S:1:pos:R:3:mulliken_charge:R:1
Hg -16.05 0.95 -30.22 1.7087
C -17.22 3.46 -26.08 0.4634
F -16.88 3.90 -24.88 0.0803
F -18.00 2.39 -25.91 -0.1587
F -17.92 4.37 -26.74 -0.1457
S -15.70 2.93 -27.06 -1.0429
O -14.96 1.97 -26.25 -0.1517
O -16.16 2.35 -28.33 0.1927
O -14.97 4.15 -27.30 0.0878
C -22.61 0.65 -27.71 0.0549
O -21.93 -0.14 -28.35 -0.5383
N -22.20 1.87 -27.28 0.2090
C -23.09 2.68 -26.48 -0.8856
C -20.86 2.36 -27.47 -0.7981
H -23.67 0.49 -27.46 0.3172
H -22.62 3.04 -25.56 0.3141
H -24.01 2.15 -26.27 0.2992
H -23.37 3.60 -27.02 0.3154
H -20.91 3.38 -27.84 0.3372
H -20.34 2.40 -26.50 0.3034
H -20.23 1.73 -28.09 0.0830
C -11.54 2.87 -25.56 0.3321
O -10.60 2.65 -26.30 -0.6998
N -11.75 4.00 -24.85 0.1872
C -12.98 4.16 -24.09 -1.2356
C -10.97 5.20 -25.07 -1.0947
H -12.36 2.17 -25.33 0.1768
H -12.85 4.96 -23.37 0.4105
H -13.31 3.23 -23.64 0.3759
H -13.81 4.41 -24.76 0.3695
H -10.05 5.13 -25.64 0.3354
H -11.52 6.08 -25.41 0.3329
H -10.53 5.46 -24.09 0.3929
C -19.60 5.79 -22.89 0.5317
O -20.72 5.67 -23.35 -0.6387
N -19.31 6.43 -21.72 0.1557
C -18.02 7.02 -21.53 -0.8866
C -20.36 7.00 -20.90 -1.0092
H -18.70 5.38 -23.37 0.0125
H -17.93 8.11 -21.65 0.3378
H -17.19 6.55 -22.05 0.1575
H -17.74 6.89 -20.47 0.3518
H -21.30 6.49 -21.08 0.3186
H -20.11 6.88 -19.85 0.3191
H -20.44 8.08 -21.05 0.3504
C -13.56 7.15 -26.94 0.2281
O -12.69 7.74 -27.55 -0.6783
N -14.59 7.80 -26.33 0.1575
C -15.58 7.00 -25.64 -0.2790
C -14.78 9.23 -26.48 -1.0326
H -13.63 6.06 -26.82 0.4112
H -16.51 6.98 -26.23 0.3105
H -15.80 7.41 -24.65 0.3618
H -15.30 5.97 -25.42 -0.4310
H -15.61 9.43 -27.17 0.3094
H -15.03 9.62 -25.49 0.3313
H -13.86 9.69 -26.81 0.3536
C -12.80 1.93 -29.50 0.2772
O -13.89 1.81 -30.09 -0.7169
N -11.94 2.90 -29.80 0.2371
C -10.74 3.07 -29.02 -0.9830
C -12.17 3.86 -30.85 -0.9429
H -12.50 1.30 -28.65 0.0975
H -10.73 4.05 -28.54 0.3108
H -9.79 3.09 -29.56 0.3390
H -10.61 2.29 -28.27 0.3375
H -12.22 4.87 -30.44 0.3101
H -11.36 3.79 -31.57 0.3538
H -13.10 3.65 -31.38 0.1984
C -16.24 0.97 -20.23 0.0801
O -16.37 1.26 -19.06 -0.5514
N -16.36 1.78 -21.30 0.1786
C -15.79 1.41 -22.58 -0.8818
C -16.65 3.19 -21.12 -0.8205
H -16.07 -0.08 -20.56 0.2770
H -14.74 1.69 -22.69 0.4890
H -16.37 1.84 -23.40 -0.0238
H -15.83 0.32 -22.63 0.3444
H -15.77 3.82 -21.28 0.2978
H -17.37 3.44 -21.90 0.2481
H -17.05 3.42 -20.14 0.3031
C -16.41 3.97 -31.90 -0.0493
O -15.94 3.04 -31.23 -0.4395
N -17.05 5.02 -31.39 0.2948
C -17.60 6.01 -32.31 -0.8979
C -17.34 5.17 -29.98 -0.6193
H -16.31 4.03 -32.99 0.3309
H -17.11 6.03 -33.28 0.2908
H -17.63 7.00 -31.87 0.2790
H -18.64 5.71 -32.51 0.3836
H -17.08 6.16 -29.63 0.3762
H -18.39 4.94 -29.79 0.3655
H -16.71 4.50 -29.40 -0.1133
C -14.29 -1.61 -28.87 0.0227
O -15.12 -0.69 -28.83 -0.4916
N -13.47 -1.86 -27.85 0.2158
C -12.35 -2.77 -28.06 -0.9169
C -13.42 -1.00 -26.68 -0.6940
H -14.12 -2.28 -29.72 0.3937
H -12.33 -3.56 -27.31 0.3213
H -11.41 -2.22 -28.12 0.3291
H -12.41 -3.25 -29.03 0.3292
H -13.69 -1.56 -25.79 0.4542
H -12.48 -0.46 -26.56 0.4147
H -14.16 -0.20 -26.75 -0.2439
C -18.65 -0.47 -28.35 -0.4574
O -17.68 0.05 -28.90 -0.5376
N -18.68 -0.93 -27.11 0.4007
C -19.73 -1.81 -26.62 -1.0322
C -17.46 -0.81 -26.31 -0.7051
H -19.63 -0.53 -28.85 0.5272
H -19.23 -2.71 -26.27 0.4079
H -20.35 -2.10 -27.47 0.4030
H -20.31 -1.37 -25.81 0.2558
H -17.76 -0.74 -25.26 0.5353
H -16.84 -1.71 -26.36 0.3424
H -16.85 0.06 -26.53 -0.2067
```

(3)
C2H4FO3S2 | ωB97M-V with the def2-TZVPD basis set

Multiplicity: 3
Maximum force in eV/Å: 4.24
HOMO level (spin up / spin down) in eV: -3.4 / -5.4
Orbital gap (spin up / spin down) in eV: 6.44 / 4.98
Total charge: -1

Geometry as XYZ:
```
12
Properties=species:S:1:pos:R:3:mulliken_charge:R:1
C -0.37 -0.69 -1.92 -0.7259
C -0.04 0.09 0.56 -0.4497
O 2.03 0.01 1.33 -0.5934
O 1.13 2.29 1.36 -0.6846
O 0.42 0.62 3.08 -0.6418
F -2.39 -0.24 0.39 -0.3979
S 0.36 0.69 -1.02 0.1425
S 0.98 0.87 1.76 1.1027
H 0.26 -1.46 -2.36 0.2622
H -0.93 -0.33 -2.75 0.3162
H -1.12 -0.94 -1.17 0.2807
H -0.34 -0.91 0.74 0.3890
```

(4)
C2H4INO | ωB97M-V with the def2-TZVPD basis set

Multiplicity: 3
Maximum force in eV/Å: 4.80
HOMO level (spin up / spin down) in eV: -6.5 / -9.8
Orbital gap (spin up / spin down) in eV: 6.88 / 7.76
Total charge: 0
ΔE to the lowest compared entry with this formula, charge and spin in kcal/mol: 42.17

Geometry as XYZ:
```
9
Properties=species:S:1:pos:R:3:mulliken_charge:R:1
C 2.65 -0.74 -0.05 -0.4335
C -0.77 0.37 -0.04 -0.4515
N 1.61 0.15 0.07 -0.3837
O 0.43 -0.44 -0.15 -0.0659
I 4.59 0.17 0.04 0.0268
H 2.61 -1.71 -0.36 0.5889
H -0.83 1.04 -0.99 0.2436
H -0.96 0.80 1.04 0.2266
H -1.50 -0.39 -0.30 0.2488
```

(5)
H10NaO13S2 | ωB97M-V with the def2-TZVPD basis set

Multiplicity: 2
Maximum force in eV/Å: 5.09
HOMO level (spin up / spin down) in eV: -1.4 / -1.4
Orbital gap (spin up / spin down) in eV: 5.29 / 3.54
Total charge: -2
ΔE to the lowest compared entry with this formula, charge and spin in kcal/mol: 0.00

Geometry as XYZ:
```
26
Properties=species:S:1:pos:R:3:mulliken_charge:R:1
Na -11.43 5.54 10.22 0.8102
S -13.09 4.28 7.20 1.0151
O -12.91 5.33 8.15 -0.7284
O -13.92 4.80 6.11 -0.7717
O -11.80 3.87 6.72 -0.7889
O -13.76 3.12 7.77 -0.9030
S -8.71 5.00 12.57 1.1720
O -7.44 4.73 11.93 -0.5361
O -9.80 4.49 11.83 -0.3758
O -8.77 4.40 13.90 -0.5148
O -8.91 6.43 12.63 -0.7905
O -9.97 4.27 8.46 -0.5693
H -9.33 4.89 8.12 0.2499
H -10.59 4.14 7.74 0.4048
O -9.48 6.99 10.23 -0.5343
H -8.90 7.75 10.17 0.2162
H -9.39 6.69 11.14 0.4255
O -12.59 6.34 12.32 -0.5125
H -12.63 5.81 13.12 0.2867
H -13.43 6.78 12.28 0.2592
O -11.09 7.07 7.37 -0.6671
H -10.71 6.73 6.55 0.2814
H -11.80 6.46 7.58 0.4460
O -12.21 2.70 10.07 -0.5120
H -12.74 2.83 9.28 0.4105
H -12.61 1.93 10.49 0.2270
```